No. 1
The following is a DFT calculation (wB97M-V/def2-TZVPD) of C21H36P2PdTe as an isolated structure at a distorted geometry.

**LUMO level (alpha / beta)**: 0.17 / -0.72 eV
**Calculated total energy**: -51700.69696 eV
**Molecular weight**: 584.49 g mol⁻¹
**Multiplicity**: 3
**Energy relative to the best compared isomer or geometry (same formula, charge and spin)**: 17.9 kcal/mol

```
61
C21H36P2PdTe (wB97M-V/def2-TZVPD)
P -2.4148 1.5080 -1.3458
P 1.1786 0.9843 -2.6337
C -1.3042 2.2846 -2.5783
C -0.4404 1.3185 -3.3985
H -0.7027 3.0402 -2.0561
H -1.9402 2.8230 -3.2938
H -0.9370 0.3540 -3.5967
H -0.2098 1.7509 -4.3850
C 1.8929 2.5504 -2.1481
H 2.7944 2.4034 -1.5427
H 1.1888 3.1705 -1.5841
H 2.1651 3.0878 -3.0705
C 2.1596 0.4765 -4.0905
H 2.1349 1.2971 -4.8256
H 1.7378 -0.4336 -4.5507
H 3.2037 0.2849 -3.7933
C -3.0402 2.7439 -0.2170
H -3.3502 2.2557 0.7162
H -3.9048 3.2333 -0.6851
H -2.2552 3.4870 -0.0151
C -3.8615 1.2867 -2.4884
H -3.6242 0.6419 -3.3433
H -4.1508 2.2739 -2.8742
H -4.7176 0.8679 -1.9473
Pd 0.5151 2.3748 2.0100
C 1.1595 -2.0466 -1.7481
C 1.1765 -0.6106 -1.5920
C 0.3350 -0.0119 -0.3769
C -1.0399 -0.5703 -0.0305
C -2.1576 -0.5004 -1.0987
C -2.0866 -1.2613 -2.2946
C -1.1445 -2.3001 -2.6652
C -0.0387 -2.8542 -1.6800
C -0.0359 0.9983 3.4746
H 2.0985 -2.5531 -1.8534
H 2.2382 -0.4525 -1.3231
H 0.1860 1.0908 -0.5235
H 0.9988 -0.0833 0.5254
H -0.9308 -1.5989 0.3160
H -1.3269 -0.0436 0.8957
H -3.1391 -0.5985 -0.5877
H -2.9747 -1.1998 -2.9013
H -0.5998 -1.9304 -3.5563
H -1.7576 -3.1639 -3.0033
H -0.4626 -2.9927 -0.6622
H 0.1991 -3.8781 -2.0050
H -0.7988 0.2877 3.1240
H -0.4329 1.9991 3.7710
H 0.3252 0.7000 4.4871
Te 2.0501 0.3949 3.0070
C 2.2676 -1.0418 4.7340
C 2.5776 -0.5720 6.0129
C 2.6439 -1.4517 7.1136
C 2.4188 -2.8292 6.9203
C 2.1382 -3.3049 5.6391
C 2.0708 -2.4224 4.5401
H 2.7530 0.4979 6.1556
H 2.8743 -1.0784 8.1106
H 2.4716 -3.5085 7.7734
H 1.9716 -4.3840 5.4948
H 1.8547 -2.7910 3.5441
```

=====

No. 2
The following is a DFT calculation (wB97M-V/def2-TZVPD) of a 2-piece molecular cluster, C21H37B2FN3O13P overall at a distorted geometry.

**LUMO level**: -2.58 eV
**Calculated total energy**: -66824.49908 eV
**Molecular weight**: 611.13 g mol⁻¹
**Energy relative to the best compared isomer or geometry (same formula, charge and spin)**: 141.9 kcal/mol

```
78
C21H37B2FN3O13P (wB97M-V/def2-TZVPD)
C -5.1173 -4.6689 1.7097
C -3.7776 -5.3190 1.0972
C -2.6448 -4.1772 1.0369
C -2.4611 -3.4977 -0.4064
C -3.5417 -2.3592 -0.7370
C -3.2416 -0.9466 0.0257
C -2.4259 -0.0097 -0.9773
N -1.6418 1.1106 -0.3808
C -2.0964 1.5653 0.9529
C -3.5625 2.2615 0.9319
O -4.5545 1.8057 1.5167
O -3.6339 3.4539 0.1208
C -0.1998 0.9706 -0.4958
N 0.7432 0.4428 0.5000
O 1.1440 1.3782 1.4308
C 0.3070 -0.8406 1.1158
C 0.1227 -0.7561 2.7299
C -0.7387 -1.9920 3.3096
F -0.7800 -2.0259 4.7431
N 0.3558 1.4227 -1.6313
B 1.8405 1.3931 -1.9024
O 2.4539 0.1364 -2.3278
O 2.7089 2.5196 -1.8268
P -0.6565 2.1583 -2.9422
C -0.3265 4.0381 -2.7169
C -0.1065 4.3869 -1.1405
C -0.0830 1.5705 -4.6415
C -0.1578 -0.0410 -4.7680
H -5.7070 -4.1872 0.8467
H -4.9246 -3.8580 2.4929
H -5.7504 -5.4746 2.2403
H -3.9186 -5.7698 0.0584
H -3.4391 -6.1497 1.8216
H -1.6727 -4.6646 1.4239
H -2.9598 -3.3477 1.7617
H -1.3711 -3.1581 -0.5391
H -2.6177 -4.3363 -1.1844
H -4.5904 -2.7007 -0.4406
H -3.4746 -2.1600 -1.8624
H -4.2829 -0.5160 0.2735
H -2.7297 -1.1412 1.0287
H -3.1396 0.3803 -1.7978
H -1.6825 -0.6951 -1.5349
H -1.9975 0.7916 1.7957
H -1.3852 2.4245 1.2650
H -3.0413 4.1213 0.5546
H 1.2583 2.2349 0.9475
H -0.5887 -1.3318 0.5926
H 1.1816 -1.5813 0.9651
H -0.4005 0.1944 3.0741
H 1.1736 -0.7548 3.2078
H -1.8238 -1.7917 2.9671
H -0.4233 -2.9901 2.8540
H 2.7795 0.3622 -3.2375
H 3.6138 2.1920 -1.5794
H 0.6644 4.3016 -3.2309
H -1.2052 4.6766 -3.0527
H 0.9013 4.0043 -0.7673
H -0.1011 5.5248 -0.9541
H -0.9038 3.8654 -0.4861
H 0.9329 2.0070 -4.9590
H -0.8414 1.9832 -5.4052
H -1.2394 -0.2940 -5.0672
H 0.5897 -0.3823 -5.5531
H 0.0010 -0.4977 -3.7351
B 6.5553 1.1330 1.6072
O 6.1730 1.8353 2.8429
C 6.0279 0.9095 3.7940
O 5.7171 1.1489 4.9339
C 6.3035 -0.4183 3.2320
O 6.2596 -1.4656 3.8275
O 6.6161 -0.2994 1.9394
O 5.5750 1.3841 0.5344
C 6.2321 1.9486 -0.4736
O 5.7150 2.2845 -1.5157
C 7.6498 2.0935 -0.1207
O 8.5095 2.5696 -0.8189
O 7.8540 1.6147 1.1068
```

=====

No. 3
The following is a DFT calculation (wB97M-V/def2-TZVPD) of a 4-piece molecular cluster, C21H37BrN5O5 overall at a distorted geometry.

**Total charge**: +1
**LUMO level**: -2.94 eV
**Calculated total energy**: -110098.52316 eV
**Molecular weight**: 519.46 g mol⁻¹

```
69
C21H37BrN5O5 (wB97M-V/def2-TZVPD)
N 3.7809 -1.8177 1.2360
C 3.3359 -1.7742 -0.1383
C 2.7623 -3.1206 -0.6245
Br 1.5230 -3.8555 0.6881
O 2.1765 -3.0720 -1.8838
C 2.1675 -1.7868 -2.4732
O 1.3415 -1.8427 -3.5812
C 1.4999 -0.7901 -1.5147
C 0.0857 -1.2479 -1.2359
C -0.6139 -0.2751 -0.3368
C -2.0269 -0.5209 -0.1424
O -1.5262 0.5361 -0.9401
N 2.3065 -0.7076 -0.2438
C 2.8213 0.6725 0.0477
C 3.6652 1.3298 -1.0325
O 3.6866 2.5486 -1.0765
O 4.3781 0.5628 -1.9208
H 3.0086 -1.6989 1.8828
H 4.1902 -2.7173 1.4437
H 4.2137 -1.5527 -0.7234
H 3.5867 -3.8167 -0.6720
H 3.1486 -1.4571 -2.8048
H 1.8972 -2.0387 -4.3366
H 1.4441 0.1578 -2.0299
H 0.0303 -2.2095 -0.7466
H -0.5230 -1.2446 -2.1255
H -0.0713 0.1030 0.5059
H -2.3770 -1.3539 -0.7200
H -2.4643 -0.1933 0.7774
H 1.6529 -0.9213 0.5173
H 1.9572 1.3002 0.1935
H 3.3689 0.6914 0.9796
H 5.1162 0.1387 -1.4724
C -2.3723 -2.6468 4.5683
C -1.2042 -3.5916 4.3061
C 0.1140 -3.1038 4.9217
C 0.5628 -1.8465 4.3293
N 0.9058 -0.8826 3.8078
H -2.2028 -1.6675 4.1181
H -3.2909 -3.0484 4.1440
H -2.5282 -2.5072 5.6389
H -1.0813 -3.7292 3.2291
H -1.4342 -4.5711 4.7263
H 0.8923 -3.8543 4.7724
H 0.0030 -2.9755 5.9992
C 2.1741 5.3234 -2.9841
C 3.0248 6.5883 -2.9831
C 2.8432 7.4247 -1.7132
C 1.4799 7.9327 -1.5766
N 0.4075 8.3220 -1.4648
H 1.1100 5.5626 -2.9548
H 2.3587 4.7415 -3.8874
H 2.4079 4.6941 -2.1231
H 2.7846 7.1892 -3.8611
H 4.0776 6.3136 -3.0660
H 3.5305 8.2716 -1.7300
H 3.0954 6.8309 -0.8330
C -7.7074 -0.4640 0.1063
C -6.3050 -0.3945 -0.4873
C -5.5942 -1.7527 -0.4994
C -5.3513 -2.2666 0.8489
N -5.1469 -2.6584 1.9074
H -7.6824 -0.7741 1.1518
H -8.1871 0.5125 0.0621
H -8.3307 -1.1704 -0.4441
H -5.7085 0.3314 0.0686
H -6.3689 -0.0329 -1.5145
H -4.6368 -1.6523 -1.0116
H -6.1825 -2.4738 -1.0685
```